{"formula": "C25H38CuF2N6O6P2S", "method": "wB97M-V/def2-TZVPD", "symbols": ["Cu", "F", "C", "C", "C", "C", "C", "F", "C", "C", "C", "C", "C", "C", "N", "H", "H", "H", "H", "H", "H", "N", "C", "C", "P", "O", "O", "O", "P", "O", "O", "O", "H", "H", "H", "H", "H", "H", "H", "H", "N", "C", "C", "C", "N", "H", "H", "H", "H", "C", "C", "C", "C", "N", "C", "S", "N", "C", "C", "C", "C", "H", "H", "H", "H", "H", "H", "H", "H", "H", "H", "H", "H", "H", "H", "H", "H", "H", "H", "H", "H"], "xyz": [[0.346396, 0.183351, 1.491038], [-1.426805, 0.688026, 6.501038], [-0.374793, 0.548496, 5.665723], [-0.595196, 0.477769, 4.305407], [0.484685, 0.338405, 3.439912], [1.790001, 0.285977, 3.966267], [1.940996, 0.343064, 5.348016], [3.171765, 0.249332, 5.911813], [0.884668, 0.476037, 6.222401], [2.935094, 0.153201, 3.029237], [4.247688, 0.514396, 3.339116], [5.234711, 0.369083, 2.385310], [4.907440, -0.129655, 1.132951], [3.582563, -0.436106, 0.893530], [2.622626, -0.309475, 1.809734], [-1.614499, 0.528573, 3.941433], [1.042465, 0.514593, 7.290546], [4.484922, 0.923942, 4.306880], [6.254602, 0.651099, 2.615948], [5.650708, -0.264179, 0.358303], [3.272942, -0.772562, -0.092157], [3.231123, 2.463138, -1.449710], [1.718194, 2.425715, -1.301018], [1.073841, 3.375620, -2.302357], [1.314650, 0.618285, -1.659966], [0.251577, 0.737116, -2.883621], [2.595557, 0.054171, -2.201760], [0.630482, -0.063027, -0.517840], [1.463597, 2.912808, 0.499923], [1.132081, 4.486264, 0.327558], [2.840683, 2.716026, 1.055575], [0.259848, 2.260627, 1.100301], [3.506976, 1.568331, -1.893152], [3.560839, 2.507961, -0.448277], [3.542668, 3.271229, -1.980162], [1.280879, 3.068110, -3.328120], [1.435721, 4.392250, -2.139907], [-0.005003, 3.389669, -2.169710], [0.616906, 0.253562, -3.634386], [0.444847, 4.752408, 0.948890], [1.071415, -2.884907, 1.078018], [1.025646, -4.165626, 1.487615], [-0.007935, -4.248643, 2.392939], [-0.527556, -2.941116, 2.460941], [0.136486, -2.126151, 1.656633], [1.706024, -2.447378, 0.431123], [1.717301, -4.905854, 1.121199], [-0.334024, -5.120287, 2.933152], [-1.339261, -2.552825, 3.056959], [-1.207201, -2.857087, -4.613783], [-0.833164, -3.681700, -3.383665], [-0.947802, -2.902628, -2.076190], [-2.387732, -2.544271, -1.719561], [-2.507982, -1.880770, -0.430736], [-2.415321, -0.555288, -0.189959], [-2.381529, 0.015030, 1.405152], [-2.356033, 0.267723, -1.243115], [-2.301138, 1.720569, -1.169553], [-3.164747, 2.367908, -2.247255], [-4.659562, 2.418947, -1.929760], [-5.349276, 1.059721, -1.828952], [-1.059082, -3.427079, -5.531546], [-0.587412, -1.958234, -4.678122], [-2.252842, -2.542945, -4.591229], [0.193551, -4.038388, -3.489084], [-1.467444, -4.572767, -3.331559], [-0.353167, -1.987142, -2.123961], [-0.538473, -3.495953, -1.253170], [-2.995040, -3.451074, -1.683536], [-2.841855, -1.915307, -2.484752], [-2.348958, -2.440649, 0.393638], [-2.174817, -0.125470, -2.150356], [-1.263701, 2.036100, -1.275039], [-2.628405, 2.009639, -0.173383], [-3.004481, 1.848249, -3.200734], [-2.804699, 3.389882, -2.392582], [-5.151868, 3.011792, -2.704832], [-4.796693, 2.959629, -0.988548], [-5.203707, 0.477405, -2.743521], [-6.423363, 1.187542, -1.684779], [-4.972578, 0.475795, -0.988826]], "forces_ev_per_a": [[-0.05, -0.27, 0.29], [-0.01, -0.01, 0.00], [-0.01, 0.00, 0.01], [0.03, -0.02, -0.10], [0.02, 0.07, 0.02], [0.01, -0.04, -0.07], [0.03, 0.03, -0.01], [-0.01, -0.02, 0.01], [-0.01, -0.01, 0.06], [-0.11, -0.05, -0.01], [0.06, 0.01, -0.01], [0.02, 0.00, 0.00], [0.02, 0.01, 0.03], [-0.07, -0.03, 0.02], [0.05, 0.22, -0.04], [0.03, 0.02, 0.01], [0.00, 0.00, -0.02], [0.00, -0.01, -0.01], [-0.01, 0.01, 0.00], [-0.01, 0.00, 0.00], [0.00, -0.02, 0.06], [-0.16, 0.02, 0.00], [-0.01, -0.19, 0.14], [0.15, 0.07, -0.03], [0.06, 0.01, -0.04], [-0.01, -0.23, 0.08], [-0.15, 0.02, -0.03], [0.04, 0.05, -0.10], [0.21, 0.06, 0.02], [0.05, -0.05, 0.06], [-0.16, 0.07, -0.04], [0.09, -0.01, -0.14], [0.04, -0.06, -0.12], [0.07, 0.10, 0.08], [0.03, 0.01, 0.02], [-0.02, 0.00, -0.01], [-0.02, -0.01, 0.00], [0.00, 0.01, -0.01], [0.02, 0.08, -0.10], [-0.07, 0.00, 0.00], [-0.02, 0.06, -0.07], [-0.03, -0.01, 0.03], [-0.05, 0.03, -0.01], [-0.03, -0.03, 0.04], [0.09, -0.04, -0.10], [0.01, 0.03, 0.00], [-0.01, 0.03, -0.01], [0.01, 0.02, -0.01], [0.03, 0.01, -0.03], [0.01, -0.04, 0.03], [-0.03, 0.07, -0.01], [-0.03, -0.04, 0.01], [0.04, 0.07, 0.11], [0.06, -0.01, 0.01], [0.22, 0.17, -0.08], [-0.19, -0.11, 0.02], [-0.17, 0.01, 0.11], [-0.08, -0.11, -0.07], [-0.01, -0.07, 0.01], [0.01, -0.06, 0.01], [0.01, 0.04, 0.01], [0.00, 0.01, 0.00], [-0.02, -0.01, 0.00], [0.03, 0.00, -0.01], [0.00, -0.01, -0.01], [0.02, 0.00, -0.01], [0.04, 0.03, 0.03], [0.02, 0.02, 0.00], [-0.01, -0.02, 0.02], [-0.07, 0.01, -0.02], [-0.06, 0.03, -0.02], [0.06, -0.03, -0.06], [-0.01, 0.00, 0.09], [0.03, 0.02, 0.02], [0.02, 0.04, -0.01], [0.01, 0.01, -0.01], [-0.02, 0.02, 0.01], [0.00, 0.02, -0.02], [0.01, -0.01, 0.03], [0.01, -0.01, -0.02], [0.00, 0.01, -0.02]], "mulliken_spin": [0.8265, 0.0022, 0.0170, -0.0671, 0.2483, -0.1064, 0.0350, 0.0024, -0.0142, 0.0057, -0.0025, 0.0002, 0.0003, -0.0023, 0.0075, 0.0047, -0.0012, -0.0002, 0.0000, 0.0001, 0.0014, -0.0001, 0.0003, -0.0001, 0.0009, -0.0001, 0.0016, 0.0103, -0.0015, 0.0014, -0.0007, 0.0077, 0.0002, 0.0000, 0.0000, 0.0003, 0.0002, -0.0001, 0.0000, -0.0006, 0.0011, 0.0024, -0.0008, 0.0027, 0.0034, 0.0000, 0.0005, 0.0001, 0.0001, 0.0000, 0.0000, 0.0002, -0.0007, 0.0021, 0.0062, 0.0046, 0.0027, 0.0000, -0.0009, 0.0000, 0.0000, 0.0000, 0.0000, 0.0000, 0.0000, 0.0000, -0.0008, 0.0000, 0.0000, 0.0004, -0.0003, -0.0004, 0.0011, -0.0011, 0.0001, 0.0001, 0.0000, -0.0001, 0.0000, 0.0000, 0.0004], "homo_energy_ev": [-7.63, -7.92], "spin_multiplicity": 2, "largest_force_ev_per_a": 0.40}

=====

{"formula": "C27H52O27", "method": "wB97M-V/def2-TZVPD", "symbols": ["C", "C", "O", "C", "O", "O", "H", "H", "H", "H", "C", "O", "C", "O", "O", "C", "H", "H", "H", "H", "H", "H", "C", "O", "C", "O", "O", "C", "H", "H", "H", "H", "H", "H", "C", "O", "C", "O", "O", "C", "H", "H", "H", "H", "H", "H", "C", "O", "C", "O", "O", "C", "H", "H", "H", "H", "H", "H", "C", "O", "C", "O", "O", "C", "H", "H", "H", "H", "H", "H", "C", "O", "C", "O", "O", "C", "H", "H", "H", "H", "H", "H", "C", "O", "C", "O", "O", "C", "H", "H", "H", "H", "H", "H", "C", "O", "C", "O", "O", "C", "H", "H", "H", "H", "H", "H"], "xyz": [[14.039342, 11.223690, 10.037654], [13.444249, 9.968972, 10.564651], [12.298683, 10.536397, 11.269189], [12.543196, 11.875854, 11.453156], [11.802084, 12.639103, 12.032266], [13.573532, 12.289209, 10.814268], [13.637462, 11.466883, 9.054062], [15.123894, 11.177499, 9.939129], [14.188175, 9.427018, 11.148569], [13.118009, 9.223108, 9.839835], [12.270958, 17.407562, 14.226294], [11.520116, 16.213795, 14.390324], [11.967000, 15.202270, 15.127121], [13.074650, 14.991429, 15.612505], [10.956927, 14.336398, 15.268486], [11.081294, 13.001586, 15.627199], [13.328140, 17.196618, 14.065157], [12.309442, 18.135854, 15.036364], [11.855714, 18.013670, 13.421111], [11.961696, 12.489209, 15.239319], [10.274760, 12.393523, 15.217477], [10.844276, 13.074978, 16.688587], [15.027927, 17.546360, 5.103328], [14.653793, 16.677113, 4.035518], [13.387926, 16.489699, 3.654536], [12.404572, 17.103185, 4.049467], [13.270553, 15.486476, 2.675014], [11.959506, 15.316827, 1.988552], [15.616260, 18.451867, 4.954966], [15.729598, 17.003206, 5.736377], [14.188238, 17.722005, 5.775762], [11.623597, 16.312283, 1.698165], [11.217120, 14.789754, 2.587850], [12.199676, 14.723539, 1.106268], [4.817282, 16.905328, 1.992351], [5.733254, 16.974715, 3.055629], [6.978755, 16.708015, 2.913888], [7.506469, 16.445792, 1.904921], [7.588097, 16.650241, 4.201478], [8.890741, 16.098244, 4.395540], [4.478183, 15.869443, 2.000350], [5.133051, 17.164331, 0.981752], [4.006837, 17.576995, 2.275422], [9.351811, 16.463693, 5.313120], [9.591024, 16.309096, 3.587294], [8.906241, 15.008805, 4.426830], [11.146160, 20.800099, 9.327793], [12.595921, 20.925449, 9.172702], [13.231446, 20.792143, 7.965092], [12.713817, 20.465316, 6.920501], [14.571923, 21.009273, 8.203725], [15.513268, 20.804771, 7.150050], [10.878084, 21.752851, 9.784409], [10.939961, 19.926802, 9.946617], [10.776210, 20.709982, 8.306466], [15.716703, 21.738693, 6.626117], [15.103313, 20.094054, 6.432477], [16.475620, 20.423093, 7.491074], [11.563316, 20.223007, 3.926356], [11.558051, 19.887104, 2.472914], [10.400595, 19.404780, 2.012320], [9.362110, 19.364294, 2.654722], [10.641718, 18.875221, 0.790428], [9.620625, 18.369491, -0.042644], [11.263522, 19.383214, 4.553229], [11.079793, 21.156519, 4.214211], [12.541989, 20.385052, 4.378057], [9.198721, 17.435972, 0.329706], [9.947691, 18.038551, -1.028347], [8.749650, 19.007470, -0.192592], [13.307701, 15.869081, 11.339652], [12.278658, 16.671677, 10.738668], [12.000469, 16.429599, 9.508734], [12.181762, 15.364338, 9.000477], [11.582182, 17.509932, 8.834793], [11.277219, 17.507489, 7.426468], [12.916237, 15.209795, 12.114376], [13.954542, 16.510640, 11.938055], [13.826133, 15.083564, 10.789835], [10.550652, 18.298611, 7.241229], [10.630295, 16.680855, 7.132776], [12.120156, 17.614281, 6.743719], [14.399359, 19.940233, 12.134206], [15.544910, 19.207227, 11.998610], [15.796320, 18.502823, 10.980281], [15.269095, 18.640674, 9.876320], [16.789894, 17.564256, 11.248788], [17.335706, 16.726574, 10.267790], [14.655697, 20.777828, 12.782899], [13.548380, 19.395760, 12.543466], [14.034485, 20.278410, 11.164367], [18.377062, 16.595561, 10.561884], [17.535892, 17.153787, 9.285182], [16.739681, 15.838507, 10.057555], [8.397989, 17.110526, 9.017537], [8.345349, 18.081301, 7.981180], [8.084884, 19.348123, 8.227789], [7.862122, 19.721733, 9.382921], [8.136904, 20.140733, 7.158750], [8.381005, 19.567424, 5.822672], [7.532816, 17.082450, 9.679947], [9.105931, 17.581065, 9.699807], [8.767551, 16.133036, 8.707652], [7.440065, 19.470328, 5.281096], [8.812740, 18.569952, 5.740498], [9.001967, 20.226320, 5.215755]], "forces_ev_per_a": [[1.00, 0.12, -3.08], [-0.51, -0.10, 0.50], [0.91, -0.25, 0.38], [-3.93, 0.71, 1.62], [0.67, -1.40, -0.05], [2.53, 0.33, -0.07], [0.18, -0.34, -0.37], [-0.04, 0.33, 0.38], [-0.46, 0.16, 1.01], [-0.32, 0.51, -0.25], [1.21, 0.67, 0.00], [-0.37, 0.64, 0.27], [1.49, -2.01, 1.20], [-1.35, 1.16, -1.11], [-0.91, 1.98, -2.09], [-0.40, -0.75, 0.87], [-0.06, -0.25, -0.37], [-0.62, -0.62, 0.86], [-0.14, -0.75, -0.36], [0.49, 0.46, 0.75], [-0.38, 0.63, -0.43], [1.00, -1.14, 0.38], [-0.24, -0.72, 2.03], [0.21, -0.46, -1.19], [-2.43, 0.01, -0.92], [1.52, -0.71, -0.18], [0.41, 1.10, 1.33], [1.28, 0.75, 0.50], [-0.68, 0.16, -1.43], [-0.04, -0.62, -0.18], [-0.18, 0.38, -0.37], [-0.24, -0.15, 0.03], [0.24, 0.18, 0.25], [0.07, 0.10, 0.16], [-0.93, -0.49, -0.30], [-1.05, 1.41, 1.75], [1.83, -0.99, 3.25], [1.83, -0.59, -2.48], [-1.24, 0.39, -1.13], [0.61, -0.32, -1.15], [-0.34, 0.07, -0.33], [0.71, 0.09, 0.32], [0.00, -0.19, -0.04], [-0.55, 0.24, -0.01], [-0.20, 0.57, -0.16], [-0.61, -0.16, 0.24], [1.31, 0.40, -1.13], [1.40, -0.01, -0.80], [0.07, -0.61, 1.27], [0.56, 0.45, 0.59], [-1.27, 0.00, 0.12], [-0.52, -0.10, -0.88], [-0.44, -0.34, 0.01], [-0.02, 0.17, -0.14], [-0.60, -0.08, 0.27], [-0.19, 0.12, 0.05], [-0.01, 0.05, -0.02], [-0.38, -0.03, 0.69], [0.35, -0.32, 0.38], [0.23, 0.57, 1.54], [-0.86, -0.86, 0.97], [0.94, 0.07, -1.28], [0.55, 0.73, 0.05], [-1.70, -1.22, 0.01], [-0.76, -0.04, -0.54], [-0.74, -0.23, -0.70], [0.73, -0.12, -1.34], [0.04, 0.05, 0.70], [0.97, 0.76, 0.11], [0.31, 0.52, 0.27], [-0.08, -1.05, 1.93], [0.82, 1.11, 2.06], [0.31, -0.58, -2.90], [-0.10, -1.26, -0.99], [-0.19, 1.05, 0.48], [-1.16, -0.41, -0.08], [-0.96, 0.21, 0.08], [0.23, 0.31, -0.73], [-0.02, 0.94, -1.14], [0.69, 0.59, 0.41], [0.65, -0.75, 0.25], [0.17, -0.16, 0.50], [-1.98, 1.76, -0.60], [1.82, -0.74, 3.01], [0.46, -2.20, -4.84], [0.87, -0.66, 1.58], [-1.45, 1.88, 0.85], [0.83, 0.30, -1.32], [-0.22, -0.04, -0.11], [0.34, -0.45, 0.35], [0.23, 0.32, -0.08], [-0.29, -0.91, 0.58], [-0.81, 0.81, -0.12], [0.18, -0.16, 0.57], [0.85, 1.58, 2.12], [-0.51, -1.42, -2.26], [-0.29, 0.22, 2.90], [0.27, 0.20, -2.25], [0.43, -0.76, -0.59], [-0.48, -0.01, -0.68], [-0.60, -0.21, -0.79], [0.50, -0.65, 0.31], [-0.31, 0.38, -0.54], [-0.23, 0.21, 0.34], [0.13, 0.19, 0.86], [0.00, 0.29, 0.61]], "mulliken_charge": [-0.4165, -0.3148, -0.3471, 0.6048, -0.5240, -0.1382, 0.2962, 0.3278, 0.2348, 0.2853, -0.7317, -0.2577, 0.7974, -0.6108, -0.3243, -0.6881, 0.3507, 0.4558, 0.1752, 0.2853, 0.2454, 0.3435, -0.2541, -0.3947, 0.6501, -0.3188, -0.4147, -0.2955, 0.3668, 0.3539, -0.1776, 0.0351, 0.2275, 0.3046, -0.7087, -0.3135, 0.8328, -0.5353, -0.3055, 0.0058, 0.3029, 0.3129, 0.2544, -0.4893, 0.1053, 0.5279, -0.3539, -0.3197, 0.8011, -0.4465, -0.3110, -0.4080, 0.4122, 0.1286, 0.0467, 0.3248, -0.0886, 0.2567, -0.2943, -0.3718, 0.7717, -0.5375, -0.3622, -0.5825, -0.0633, 0.4846, 0.1932, 0.1726, 0.3048, 0.3180, -0.5921, -0.0796, 0.5400, -0.6659, 0.0897, -0.2458, 0.2106, 0.2156, 0.2717, -0.3349, 0.5392, -0.3334, -0.0604, -0.3617, 0.8008, -0.3826, -0.3695, -0.6368, 0.3301, -0.1026, 0.0637, 0.3084, 0.2576, 0.2210, -0.6851, -0.1597, 0.7513, -0.6528, -0.3757, -0.0531, 0.3716, 0.1523, 0.2890, 0.4495, -0.1908, 0.2229], "homo_energy_ev": -10.31, "smiles": "COC(=O)OC.COC(=O)OC.COC(=O)OC.COC(=O)OC.COC(=O)OC.COC(=O)OC.COC(=O)OC.COC(=O)OC.O=C1OCCO1", "spin_multiplicity": 1, "de_lowest_kcal_mol": 118.9, "largest_force_ev_per_a": 5.34}

=====

Number 1: calculated total energy -4676.80057 Ha. Number 2: calculated total energy -3091.35365 Ha.